Entry 1:
60
Properties=species:S:1:pos:R:3:forces:R:3:lowdin_charge:R:1 method="wB97M-V/def2-TZVPD" homo_energy_ev="-11.71 / -14.32" multiplicity=4 de_lowest_kcal_mol=120.2 total_charge=+2 homo_lumo_gap_ev="5.855 / 4.564"
C -4.83099 0.37811 1.69414 -1.54 -1.39 0.26 -0.15
C -4.94137 -1.17610 1.58919 -0.21 -0.52 0.02 -0.16
C -3.55989 -1.72741 1.27062 1.29 0.48 0.06 -0.13
N -2.63958 -0.54063 1.32428 -1.33 0.35 -0.02 -0.17
N -1.33932 -0.72322 1.26389 1.90 -0.24 -0.46 0.04
C -0.54387 0.48924 1.05321 -3.08 1.46 -1.58 -0.15
C -3.39470 0.73711 1.42876 0.23 -0.02 -0.12 -0.15
H -5.56318 0.79799 0.99379 0.54 0.22 0.06 0.12
H -5.19951 0.64134 2.69184 0.43 0.27 -0.20 0.12
H -5.28650 -1.63453 2.52866 0.02 0.37 -0.32 0.11
H -5.64513 -1.49833 0.81230 0.10 0.24 0.22 0.11
H -3.20814 -2.43552 2.03778 -0.09 0.07 -0.46 0.12
H -3.47216 -2.17818 0.26254 -0.07 0.12 0.55 0.12
H -0.51018 0.86866 -0.06145 -1.47 -0.25 1.54 0.16
H -1.05472 1.27254 1.70550 1.46 -0.35 -0.85 0.13
H -3.34336 1.32136 0.51516 0.38 0.07 -0.25 0.12
H -3.03768 1.35081 2.24619 0.41 0.12 0.16 0.11
O -2.38805 -1.69718 -3.86228 3.50 0.49 0.28 0.18
C -1.25166 -1.44975 -3.83226 -4.13 -0.57 -0.19 -0.09
Cr 0.52815 -0.88381 -3.96429 -0.85 1.24 -0.29 0.27
C -0.13798 0.85396 -3.14171 -1.07 0.94 0.64 -0.03
O -0.68899 1.82635 -2.91367 1.16 -1.58 -0.18 0.22
C 0.05910 0.27932 -5.37964 -2.11 2.76 -3.59 -0.08
O -0.37224 1.02949 -6.15557 1.73 -2.48 2.41 0.22
C 1.73690 -2.34074 -5.11949 0.17 -0.80 -0.36 -0.06
C 1.12409 -2.99221 -4.05153 -0.18 -0.71 0.05 -0.08
C 1.28787 -2.49753 -2.73977 -0.25 -0.04 1.64 -0.06
C 2.03007 -1.32032 -2.49362 -0.06 -0.34 0.68 -0.26
C 1.86702 -0.68584 -1.18214 0.20 -0.86 -1.07 0.07
C 1.47576 -0.24657 -0.13885 -0.46 0.66 1.08 0.05
C 0.96795 0.45767 1.10260 1.72 -1.09 0.51 -0.34
C 1.50081 1.90994 1.11244 0.04 -0.26 -0.92 -0.14
C 2.20446 2.39140 -0.01294 0.35 0.44 0.49 -0.01
C 2.37965 3.77638 -0.16719 -0.62 -0.57 0.05 -0.04
C 1.86223 4.65062 0.80385 0.16 -0.23 -0.21 -0.04
C 1.34299 4.15133 2.00274 -0.30 -0.35 -0.91 -0.03
C 1.11055 2.78181 2.11678 0.40 1.06 0.50 -0.05
C 1.41424 -0.27341 2.34076 0.04 0.28 -1.97 -0.07
C 2.00751 -1.53240 2.17969 1.37 -1.64 1.43 0.05
C 2.16005 -2.34777 3.30337 -0.22 0.38 -2.35 0.03
C 1.66179 -1.90369 4.54376 -0.13 -0.36 0.36 0.05
C 1.25483 -0.57681 4.71760 -0.74 1.13 -0.96 0.02
C 1.13993 0.24649 3.60259 0.37 -0.24 3.34 0.05
C 2.61776 -0.65729 -3.59285 0.59 1.09 0.75 -0.05
C 2.43203 -1.14551 -4.90044 0.71 0.39 -0.15 -0.09
H 1.63406 -2.74309 -6.12562 -0.17 0.25 0.18 0.16
H 0.49036 -3.87796 -4.19242 0.43 0.44 -0.10 0.16
H 0.80666 -2.96642 -1.86539 0.19 0.14 -0.76 0.16
H 2.66087 1.69952 -0.74152 -0.58 0.55 0.47 0.11
H 2.81109 4.11784 -1.11770 -0.10 0.14 0.67 0.12
H 1.82137 5.71075 0.59218 0.33 0.05 0.19 0.12
H 0.97246 4.79168 2.79354 0.19 0.16 -0.15 0.12
H 0.67093 2.46828 3.06118 -0.27 0.54 -1.02 0.09
H 2.42389 -1.83577 1.20541 -0.59 0.09 0.66 0.13
H 2.55879 -3.34577 3.12477 -0.06 0.20 0.52 0.13
H 1.57009 -2.60699 5.35506 0.22 -0.06 0.25 0.14
H 0.92186 -0.17329 5.67177 0.32 -0.34 -0.05 0.14
H 0.94291 1.29777 3.82292 -0.17 -1.20 -0.29 0.11
H 3.14157 0.28289 -3.38060 -0.15 -0.46 -0.42 0.16
H 2.81661 -0.56661 -5.73793 0.05 -0.26 0.19 0.15

Entry 2:
69
Properties=species:S:1:pos:R:3:forces:R:3:lowdin_charge:R:1 method="wB97M-V/def2-TZVPD" homo_energy_ev="-7.38 / -9.52" multiplicity=4 de_lowest_kcal_mol=0.0 total_charge=+1 homo_lumo_gap_ev="3.779 / 5.915"
V 0.58018 0.60244 -3.22045 0.42 0.23 -0.93 0.99
F 1.42932 1.08819 3.44015 -0.01 0.06 -0.02 0.06
C 0.70397 0.18989 2.73142 -0.03 -0.10 0.00 -0.18
C 0.55903 0.37576 1.39142 -0.07 -0.08 0.00 0.10
C -0.21174 -0.52926 0.64701 0.05 0.19 -0.05 -0.04
C -0.34275 -0.33001 -0.79138 0.15 0.08 0.14 -0.26
O 0.23086 0.69569 -1.28620 -0.20 -0.44 -0.12 -0.09
C -1.08223 -1.30557 -1.50485 -0.21 -0.29 0.12 0.00
C -1.64607 -2.33014 -0.78019 0.02 0.02 0.05 0.06
N -1.55869 -2.50045 0.54705 0.05 0.07 -0.07 0.03
C -2.16576 -3.65909 1.17274 -0.01 0.01 -0.04 -0.25
C -3.52697 -4.08470 0.72570 0.03 0.03 0.06 -0.07
C -3.34708 -3.45028 2.07487 0.01 -0.05 -0.05 -0.09
C -0.81333 -1.60733 1.29909 -0.02 -0.01 0.09 -0.11
C -0.62778 -1.79000 2.67699 -0.01 0.02 -0.11 0.07
C 0.12253 -0.89463 3.41598 0.09 -0.05 -0.02 -0.14
N 0.28830 -1.11834 4.80058 -0.17 0.18 0.02 -0.09
C 1.42792 -0.63666 5.55013 0.14 -0.10 -0.02 -0.13
C 1.17098 0.67959 6.27323 -0.12 0.03 0.10 -0.08
N -0.07261 0.52740 7.12210 0.01 -0.03 -0.03 0.06
C -1.25548 0.06831 6.30317 0.08 0.10 0.10 -0.07
C -0.89066 -1.24908 5.63075 -0.02 -0.08 -0.02 -0.13
C -1.39788 -1.40993 -3.01400 -0.08 -0.08 0.23 -0.56
O -2.32048 -2.13040 -3.32154 0.04 -0.01 -0.09 0.09
O -0.63895 -0.75636 -3.82901 0.23 0.32 0.42 -0.10
H 1.02075 1.21982 0.89831 0.01 0.00 -0.01 0.15
H -2.22380 -3.06500 -1.32299 -0.01 -0.01 -0.01 0.15
H -1.44471 -4.42593 1.42827 -0.03 -0.02 0.01 0.16
H -3.71270 -5.14646 0.66701 -0.01 0.00 0.00 0.12
H -4.02121 -3.49063 -0.02950 0.00 -0.02 -0.03 0.12
H -3.42208 -4.07099 2.95659 -0.01 0.01 0.02 0.11
H -3.70420 -2.43472 2.17978 -0.01 0.01 0.03 0.11
H -1.04886 -2.65879 3.16105 0.02 0.01 0.03 0.12
H 2.30186 -0.53387 4.91162 -0.05 0.03 0.02 0.14
H 1.67495 -1.40333 6.29568 0.03 0.02 0.02 0.14
H 0.96605 1.49744 5.58849 0.05 -0.01 -0.05 0.13
H 1.98656 0.95245 6.94096 0.03 -0.02 -0.03 0.14
H -0.28659 1.41131 7.58491 0.00 0.00 -0.01 0.19
H 0.10423 -0.15393 7.86443 0.00 -0.01 -0.01 0.18
H -1.44613 0.85769 5.57643 -0.03 -0.04 -0.03 0.15
H -2.10560 -0.02169 6.97763 -0.01 -0.03 -0.02 0.14
H -1.74097 -1.59031 5.04509 0.01 0.04 -0.02 0.13
H -0.70962 -2.00981 6.40008 -0.01 0.00 0.01 0.14
Se 3.21001 1.91245 -4.96359 -0.01 -0.16 0.14 1.09
N 2.40311 0.62520 -3.87272 -0.11 0.16 0.02 -0.42
C 3.40964 -0.23841 -3.49514 -0.12 -0.08 0.07 -0.36
C 3.23067 -1.36519 -2.68782 -0.05 -0.03 0.02 -0.05
C 4.31661 -2.15263 -2.35709 0.04 -0.02 0.01 -0.10
C 5.59847 -1.83314 -2.82912 -0.03 0.03 -0.02 -0.10
C 5.79457 -0.73427 -3.63273 0.01 -0.03 0.02 -0.03
C 4.70227 0.08557 -3.98512 0.18 0.05 -0.04 -0.41
N 4.82810 1.17794 -4.77046 -0.26 0.04 0.02 -0.27
H 2.23818 -1.64233 -2.33969 -0.01 0.02 -0.02 0.09
H 4.17160 -3.03170 -1.74256 0.02 0.00 0.00 0.09
H 6.43929 -2.46199 -2.56851 -0.01 -0.02 0.01 0.10
H 6.77365 -0.47688 -4.01301 0.01 0.00 0.00 0.11
O 0.14848 3.27070 -4.98797 0.12 -0.05 -0.02 0.09
B -0.36063 2.38275 -4.04203 -0.21 0.09 0.13 -0.44
O -1.67795 2.75366 -3.71436 0.16 -0.12 0.02 0.12
C -1.96261 3.85379 -4.48343 -0.01 0.17 -0.14 -0.21
C -3.12791 4.58612 -4.55295 0.07 -0.06 0.03 0.01
C -3.13593 5.66186 -5.43702 -0.03 0.03 -0.02 -0.09
C -2.02331 5.97792 -6.21029 0.00 0.02 -0.02 -0.09
C -0.85087 5.23051 -6.13449 0.01 -0.08 0.07 0.01
C -0.85633 4.17041 -5.25568 -0.11 0.04 0.01 -0.20
H -3.99076 4.33025 -3.95399 0.00 0.00 0.00 0.12
H -4.03153 6.26175 -5.52796 0.00 0.01 0.00 0.10
H -2.07020 6.81835 -6.88946 -0.01 0.01 0.00 0.10
H 0.02085 5.45897 -6.73136 -0.01 0.01 -0.01 0.12

Entry 3:
64
Properties=species:S:1:pos:R:3:forces:R:3:lowdin_charge:R:1 method="wB97M-V/def2-TZVPD" homo_energy_ev="0.87 / 0.85" multiplicity=2 de_lowest_kcal_mol=20.2 total_charge=-2 homo_lumo_gap_ev="3.640 / 3.657"
V -0.18980 -1.37601 -2.26051 -0.61 -0.61 0.16 0.79
O 0.57169 -4.74722 0.01590 -0.06 0.01 -0.02 0.01
C -0.05864 -3.75914 -0.73765 -0.04 0.02 -0.04 -0.49
O 0.74950 -3.01954 -1.47501 -0.05 -0.02 0.04 -0.17
C -1.39662 -3.55999 -0.76189 0.11 -0.15 -0.20 -0.24
C -2.52847 -4.25443 -0.18532 -0.12 -0.01 0.04 -0.07
C -3.78668 -3.92039 -0.56548 0.10 -0.12 0.08 -0.15
C -4.04390 -2.88458 -1.55142 0.16 0.07 0.00 -0.07
C -2.95127 -2.21731 -2.03042 -0.25 -0.03 -0.12 -0.25
N -1.70369 -2.48843 -1.63901 0.44 0.40 -0.07 -0.05
C -2.96633 -1.12110 -3.09774 -0.03 -0.12 -0.21 -0.59
O -4.02720 -0.74688 -3.59690 0.04 0.07 0.07 -0.01
O -1.78962 -0.70759 -3.43426 0.10 -0.13 0.08 -0.12
H 1.49935 -4.59522 -0.19704 0.03 -0.01 0.01 0.08
H -2.35887 -5.03614 0.54697 0.00 0.00 0.01 0.09
H -4.62777 -4.44986 -0.12485 0.01 0.00 0.01 0.07
H -5.03760 -2.64448 -1.89774 0.00 0.03 -0.02 0.08
C 2.19797 2.11707 -2.49956 -0.01 -0.07 -0.05 -0.08
N 2.39274 0.80873 -3.08273 0.05 -0.10 0.03 -0.20
C 3.36628 -0.01725 -2.38055 -0.07 0.03 -0.08 -0.05
C 1.25485 0.14515 -3.46410 -0.12 0.09 0.11 -0.40
O 1.26537 -1.08443 -3.73613 -0.02 -0.01 -0.11 -0.12
H 3.12741 2.68795 -2.56258 -0.02 0.01 0.01 0.08
H 1.88710 2.02940 -1.45235 -0.01 0.02 0.04 0.06
H 1.41638 2.64953 -3.04104 -0.01 0.01 0.00 0.09
H 3.64317 -0.86639 -3.00178 -0.01 0.01 0.03 0.08
H 2.92434 -0.39471 -1.45049 0.00 0.00 0.03 0.08
H 4.24689 0.58644 -2.15893 0.02 0.01 -0.01 0.08
H 0.42448 0.77580 -3.79927 0.14 0.10 -0.03 0.12
C 0.13070 -0.08128 -1.19412 0.16 0.44 0.22 -0.34
Ge 0.14721 0.70841 0.49551 0.06 0.05 -0.03 0.85
C -0.95063 -0.22368 1.83415 0.03 -0.01 0.04 -0.25
C -0.73791 -0.07869 3.20528 -0.04 0.02 0.00 -0.13
C -1.53499 -0.74744 4.12659 0.03 0.02 0.02 -0.13
C -2.55424 -1.58038 3.68218 0.00 -0.01 -0.03 -0.12
C -2.76594 -1.74622 2.31969 -0.02 -0.01 0.07 -0.08
C -1.96857 -1.07284 1.40368 0.02 -0.02 -0.02 -0.07
C -0.49025 2.59520 0.46033 0.06 -0.04 -0.07 -0.26
C -1.00922 3.07261 -0.74414 -0.03 -0.02 0.04 -0.11
C -1.49369 4.37012 -0.85449 -0.01 0.01 -0.01 -0.10
C -1.46126 5.22233 0.24190 0.01 -0.02 -0.01 -0.13
C -0.95378 4.76278 1.45046 -0.01 0.02 0.00 -0.12
C -0.47991 3.46040 1.55380 0.03 -0.02 0.05 -0.13
C 1.96642 0.75675 1.30700 -0.05 0.02 0.01 -0.27
C 2.60299 -0.47398 1.49444 -0.01 -0.02 -0.03 -0.11
C 3.90017 -0.54806 1.97973 0.03 0.02 0.01 -0.10
C 4.59928 0.61533 2.28685 -0.04 -0.01 -0.01 -0.13
C 3.98582 1.84603 2.10317 0.02 -0.01 0.02 -0.12
C 2.68195 1.91019 1.61999 -0.04 0.06 -0.02 -0.12
H 0.07142 0.55196 3.56257 0.01 0.00 0.00 0.09
H -1.35227 -0.62794 5.18977 0.00 0.00 0.00 0.08
H -3.17064 -2.11460 4.39737 0.00 0.00 0.01 0.08
H -3.52840 -2.42263 1.95383 -0.01 0.00 0.00 0.09
H -2.11464 -1.23749 0.34151 0.00 0.05 0.00 0.09
H -1.04909 2.39226 -1.59046 0.02 0.00 -0.02 0.09
H -1.90726 4.71095 -1.79702 0.00 0.01 0.00 0.09
H -1.83839 6.23557 0.15872 0.00 0.00 0.00 0.08
H -0.93433 5.41796 2.31495 0.00 0.00 0.00 0.09
H -0.09908 3.11460 2.51109 -0.01 0.00 -0.02 0.09
H 2.07684 -1.38652 1.22795 -0.01 0.00 0.00 0.11
H 4.37230 -1.51552 2.10922 0.00 0.00 0.00 0.09
H 5.61554 0.56022 2.66090 0.00 0.00 0.00 0.08
H 4.52242 2.76069 2.33269 0.01 0.00 0.00 0.09
H 2.22037 2.88394 1.47679 0.02 -0.05 -0.01 0.08